Record 1
{
  "formula": "C22H38BrN4O2PtSi",
  "method": "ωB97M-V/def2-TZVPD",
  "homo_energy_ha": [-0.627, -0.627],
  "energy_ev": -114621.8840,
  "total_charge": 3,
  "homo_lumo_gap_ev": [3.58, 3.54],
  "mol_weight_g_mol": 693.64,
  "elements": ["Pt", "O", "N", "N", "O", "C", "C", "C", "C", "C", "C", "H", "H", "H", "H", "H", "C", "C", "C", "C", "Si", "Br", "C", "C", "C", "C", "C", "C", "C", "C", "H", "H", "H", "H", "H", "H", "H", "H", "H", "H", "H", "H", "H", "H", "H", "H", "H", "H", "H", "H", "H", "H", "H", "H", "H", "H", "H", "C", "C", "N", "C", "C", "N", "H", "H", "H", "H", "H", "H"],
  "xyz": [[-0.36, -0.23, -0.48], [-1.05, -0.94, -2.20], [-1.98, -1.75, -2.22], [-2.44, -2.02, -0.96], [-1.87, -1.49, 0.06], [-3.47, -2.91, -0.83], [-4.16, -3.36, -2.00], [-5.21, -4.22, -1.84], [-5.57, -4.65, -0.55], [-4.87, -4.21, 0.60], [-3.83, -3.34, 0.48], [-3.87, -3.02, -2.98], [-5.76, -4.57, -2.70], [-6.40, -5.34, -0.44], [-5.17, -4.58, 1.57], [-3.28, -2.99, 1.34], [0.14, 3.29, 4.21], [0.41, 2.29, 5.35], [1.06, 3.03, 6.54], [-0.94, 1.72, 5.79], [1.70, 0.98, 4.96], [0.27, 0.33, 1.72], [1.49, -0.75, 5.66], [0.13, -1.40, 5.33], [2.58, -1.74, 5.24], [1.59, -0.53, 7.20], [3.41, 1.52, 4.36], [3.44, 2.93, 3.75], [4.03, 0.56, 3.34], [4.26, 1.51, 5.65], [-0.52, 4.07, 4.59], [-0.38, 2.81, 3.37], [1.04, 3.78, 3.83], [0.34, 3.77, 6.90], [1.97, 3.58, 6.26], [1.29, 2.38, 7.39], [-1.61, 2.56, 6.01], [-0.88, 1.12, 6.70], [-1.42, 1.13, 5.00], [0.00, -1.55, 4.26], [-0.72, -0.84, 5.72], [0.11, -2.39, 5.80], [2.59, -1.92, 4.16], [2.38, -2.70, 5.72], [3.58, -1.43, 5.54], [0.77, 0.06, 7.60], [2.53, -0.06, 7.50], [1.56, -1.51, 7.67], [2.82, 3.00, 2.86], [4.47, 3.14, 3.46], [3.14, 3.70, 4.45], [3.45, 0.51, 2.41], [4.17, -0.45, 3.71], [5.03, 0.94, 3.08], [3.88, 2.18, 6.43], [5.26, 1.86, 5.39], [4.38, 0.51, 6.08], [-0.32, 1.95, -3.13], [0.92, 1.66, -2.36], [1.05, 0.94, -1.24], [2.39, 0.97, -0.86], [3.06, 1.72, -1.75], [2.12, 2.14, -2.68], [-1.20, 1.73, -2.54], [-0.35, 1.38, -4.06], [-0.35, 3.01, -3.38], [2.75, 0.47, 0.02], [4.10, 2.00, -1.82], [2.31, 2.73, -3.47]],
  "mulliken_charge": [0.500, -0.329, 0.000, 0.821, -0.499, 0.674, -0.155, -0.733, -0.248, -0.625, -0.326, 0.493, 0.447, 0.443, 0.430, 0.527, -1.531, 2.371, -1.700, -1.913, -1.731, 0.146, 2.373, -1.621, -1.973, -1.696, 2.469, -2.053, -1.593, -1.707, 0.490, 0.344, 0.334, 0.534, 0.342, 0.379, 0.575, 0.390, 0.354, 0.330, 0.348, 0.503, 0.379, 0.592, 0.396, 0.336, 0.376, 0.528, 0.393, 0.581, 0.399, 0.173, 0.351, 0.539, 0.370, 0.536, 0.344, -1.309, 0.641, -0.217, -0.062, -0.726, 0.012, 0.287, 0.326, 0.461, 0.481, 0.411, 0.217]
}


Record 2
{
  "formula": "C43H53CeClN6O2P2",
  "method": "ωB97M-V/def2-TZVPD",
  "homo_energy_ha": [-0.477, -0.477],
  "energy_ev": -102504.2155,
  "total_charge": 2,
  "homo_lumo_gap_ev": [6.34, 6.34],
  "mol_weight_g_mol": 923.45,
  "relative_energy_kj_mol": 0.0,
  "elements": ["Ce", "O", "C", "O", "C", "P", "C", "C", "C", "C", "C", "C", "C", "C", "C", "C", "C", "C", "H", "H", "H", "H", "H", "H", "H", "H", "H", "H", "H", "H", "C", "C", "N", "C", "C", "N", "C", "C", "H", "H", "H", "H", "H", "H", "H", "H", "H", "H", "H", "H", "H", "Cl", "N", "C", "H", "C", "C", "C", "C", "N", "N", "H", "H", "H", "H", "H", "H", "H", "H", "H", "H", "H", "H", "N", "P", "C", "C", "C", "C", "C", "C", "C", "C", "C", "C", "C", "C", "C", "C", "C", "C", "C", "C", "H", "H", "H", "H", "H", "H", "H", "H", "H", "H", "H", "H", "H", "H", "H"],
  "xyz": [[0.57, 0.43, -0.29], [1.59, -2.45, -3.22], [1.80, -2.18, -2.05], [1.02, -1.44, -1.31], [3.05, -2.62, -1.33], [3.51, -1.19, -0.23], [3.77, 0.12, -1.51], [4.32, -0.14, -2.76], [4.50, 0.89, -3.67], [4.12, 2.19, -3.35], [3.58, 2.46, -2.11], [3.40, 1.43, -1.19], [5.28, -1.59, 0.05], [5.70, -2.91, 0.23], [7.04, -3.21, 0.43], [7.98, -2.19, 0.47], [7.57, -0.87, 0.34], [6.23, -0.57, 0.14], [3.83, -2.93, -2.02], [2.80, -3.47, -0.69], [4.64, -1.14, -3.01], [4.94, 0.67, -4.64], [4.27, 2.98, -4.07], [3.31, 3.48, -1.85], [3.05, 1.67, -0.19], [4.98, -3.71, 0.21], [7.34, -4.24, 0.55], [9.03, -2.42, 0.59], [8.30, -0.07, 0.39], [5.92, 0.47, 0.03], [-2.84, -2.28, -3.82], [-1.44, -1.66, -3.65], [-1.50, -0.57, -2.67], [-2.16, -1.03, -1.46], [-3.66, -1.28, -1.74], [-3.82, -1.32, -3.22], [-3.61, 0.04, -3.79], [-2.25, 0.55, -3.26], [-2.94, -3.23, -3.29], [-3.09, -2.44, -4.86], [-1.08, -1.26, -4.59], [-0.71, -2.40, -3.31], [-2.05, -0.26, -0.69], [-1.66, -1.94, -1.11], [-4.28, -0.46, -1.35], [-4.02, -2.21, -1.31], [-4.77, -1.63, -3.45], [-4.44, 0.68, -3.49], [-3.62, -0.05, -4.88], [-2.35, 1.30, -2.49], [-1.67, 0.98, -4.08], [-0.46, -1.09, 1.48], [1.32, 0.23, -3.84], [0.97, 0.72, -2.86], [1.59, -0.50, -4.49], [2.89, 3.73, 4.14], [2.80, 2.24, 3.80], [1.94, 1.50, 4.83], [4.21, 1.64, 3.74], [2.13, 2.18, 2.48], [1.92, 0.85, 2.00], [3.37, 3.87, 5.11], [1.89, 4.17, 4.19], [3.46, 4.27, 3.39], [2.25, 1.76, 5.84], [2.03, 0.42, 4.73], [0.89, 1.78, 4.71], [4.75, 1.84, 4.66], [4.77, 2.08, 2.91], [4.18, 0.55, 3.61], [2.72, 2.66, 1.81], [1.16, 0.45, 2.55], [2.73, 0.26, 2.18], [-1.19, 1.86, -0.55], [-2.42, 2.61, 0.02], [-2.32, 3.41, 1.65], [-1.21, 3.23, 2.46], [-1.19, 3.78, 3.73], [-2.27, 4.52, 4.19], [-3.38, 4.70, 3.38], [-3.41, 4.14, 2.12], [-3.93, 1.59, 0.35], [-3.72, 0.47, 1.15], [-4.76, -0.38, 1.48], [-6.04, -0.11, 1.02], [-6.28, 1.03, 0.26], [-5.23, 1.88, -0.07], [-2.98, 3.95, -1.08], [-2.49, 5.24, -0.88], [-2.75, 6.24, -1.80], [-3.51, 5.97, -2.93], [-4.00, 4.69, -3.15], [-3.72, 3.68, -2.24], [-0.36, 2.66, 2.08], [-0.33, 3.64, 4.38], [-2.24, 4.96, 5.17], [-4.23, 5.26, 3.74], [-4.28, 4.26, 1.48], [-2.72, 0.28, 1.53], [-4.58, -1.23, 2.12], [-6.86, -0.77, 1.27], [-7.28, 1.26, -0.07], [-5.43, 2.79, -0.63], [-1.90, 5.45, 0.00], [-2.36, 7.24, -1.64], [-3.72, 6.76, -3.64], [-4.59, 4.48, -4.02], [-4.10, 2.69, -2.41]],
  "mulliken_charge": [0.321, -0.667, -0.011, 0.115, -1.143, 0.962, 0.859, -0.411, -0.778, -0.731, -0.503, -0.679, 0.569, -0.496, -0.683, -0.539, -0.693, -0.478, 0.582, 0.648, 0.396, 0.482, 0.418, 0.540, 0.514, 0.345, 0.417, 0.409, 0.428, 0.357, -0.945, -0.493, 0.754, 0.983, -0.944, 0.164, -0.833, 0.508, 0.358, 0.393, 0.494, 0.124, -1.303, 0.740, 0.143, 0.169, 0.349, 0.476, 0.285, -1.044, 0.762, -0.274, 0.103, -0.279, 0.336, -1.536, 1.138, -1.636, -1.726, -0.079, 0.227, 0.472, 0.269, 0.385, 0.483, 0.311, 0.331, 0.472, 0.355, 0.431, 0.335, 0.344, -0.118, 0.316, 0.830, 0.138, 0.049, -0.454, -0.813, -0.903, -0.386, 1.144, -0.673, -0.717, -0.699, -0.788, -0.455, 0.605, -1.045, -0.779, -0.687, -1.283, 0.275, 0.295, 0.346, 0.448, 0.461, 0.397, 0.326, 0.505, 0.435, 0.480, 0.558, 0.443, 0.448, 0.422, 0.457, 0.270]
}


Record 3
{
  "formula": "ClHNO2P",
  "method": "ωB97M-V/def2-TZVPD",
  "homo_energy_ha": -0.400,
  "energy_ev": -27409.5346,
  "homo_lumo_gap_ev": 10.36,
  "mol_weight_g_mol": 113.44,
  "relative_energy_kj_mol": 84.9,
  "elements": ["O", "N", "O", "P", "Cl", "H"],
  "xyz": [[-2.17, 0.53, -0.81], [-1.74, 0.17, 0.27], [-2.15, 0.51, 1.36], [-0.40, -0.97, 0.30], [-0.03, -0.75, 2.37], [0.62, -0.04, -0.08]],
  "mulliken_charge": [-0.533, 0.892, -0.505, 0.182, -0.171, 0.134]
}